DFT (ωB97M-V/def2-TZVPD) results for a cluster of 9 separate species, C82H103F2N14O8S2 in total.

Each line ends with the Mulliken spin population.
Element x y z (Å)
C -0.38889 6.77107 1.67088  0.040
C -0.19404 5.28317 1.99250  -0.058
C -1.40752 4.76420 2.77961  0.042
C -2.65741 4.71874 1.94154  -0.025
C -2.40708 3.84179 0.74722  0.018
C -1.12820 4.05854 -0.10287  -0.098
N -0.01552 4.41168 0.80888  0.478
O 1.31016 4.41988 0.13937  0.518
C -1.38488 5.09286 -1.21346  0.033
C -0.91325 2.66315 -0.76526  0.024
C 0.95645 5.20336 3.03123  0.002
H 0.07820 7.01249 0.71608  0.000
H -0.07443 7.46538 2.45008  0.002
H -1.39418 7.10561 1.41479  -0.002
H -1.66771 5.44354 3.59133  0.000
H -1.23961 3.75760 3.16257  -0.008
H -2.91114 5.69428 1.52676  0.000
H -3.48108 4.45792 2.60609  -0.001
H -3.30005 4.12953 0.19233  0.000
H -2.50760 2.78019 0.97304  0.012
H -2.27187 5.69476 -1.01580  0.000
H -1.56069 4.74829 -2.23251  0.000
H -0.46347 5.65118 -1.37893  0.000
H -0.66649 1.85143 -0.08092  -0.008
H -0.07200 2.73535 -1.45459  0.008
H -1.79373 2.29256 -1.29016  0.005
H 1.81603 5.79734 2.72074  -0.001
H 1.26827 4.16910 3.17672  0.000
H 0.56242 5.53645 3.99138  0.000
O 1.03153 0.06390 -0.97953  0.001
C 0.78861 -0.95328 -0.24845  -0.002
O -0.20459 -0.86623 0.43895  0.004
O 1.65454 -1.83246 -0.11610  0.001
H 0.35609 0.69956 -0.73191  -0.001
C -7.51218 -3.01724 7.81079  0.000
N -6.59742 -3.14741 6.71045  0.000
C -5.25618 -3.32156 7.00698  0.000
C -4.30807 -3.40179 6.02734  0.000
C -4.69358 -3.31027 4.68003  0.000
C -6.05512 -3.04792 4.41638  0.000
C -7.02627 -2.97886 5.42202  0.000
C -3.76462 -3.45793 3.55172  0.000
C -2.54279 -2.75279 3.53891  0.000
C -1.65255 -2.86344 2.42320  0.000
N -1.97695 -3.73073 1.41482  0.000
C -3.15292 -4.32426 1.34416  0.000
C -4.04829 -4.18002 2.43289  0.000
C -0.94622 -4.17624 0.37228  0.000
H -8.27904 -2.38225 7.36715  0.000
H -7.12684 -2.56996 8.72707  0.000
H -7.88083 -4.02300 8.01239  0.000
H -5.04846 -3.26698 8.06541  0.000
H -3.27275 -3.62824 6.23528  0.000
H -6.42482 -2.96243 3.40523  0.000
H -8.07508 -2.84227 5.20356  0.000
H -2.26319 -2.22073 4.43621  0.000
H -0.68037 -2.39324 2.43673  0.000
H -3.36664 -4.99677 0.52657  0.000
H -4.98631 -4.71529 2.43534  0.000
H -0.45418 -3.31927 -0.08772  0.000
H -1.35059 -4.79850 -0.42607  0.000
H -0.25544 -4.79290 0.94730  0.000
C 2.43264 10.07874 -8.63394  0.000
N 2.57763 8.94748 -7.83709  0.000
C 3.36242 9.01382 -6.75179  0.000
C 3.52767 7.88201 -5.96130  0.000
C 2.66322 6.81210 -6.10688  0.000
C 1.81693 6.80944 -7.20783  0.000
C 1.76007 7.85658 -8.08256  0.000
C 2.73662 5.67476 -5.11174  -0.001
C 1.59692 5.24243 -4.46275  -0.003
C 1.74636 4.30721 -3.48268  0.003
N 3.00465 3.80771 -3.13212  -0.002
C 4.11217 4.20947 -3.73367  0.000
C 3.94707 5.18277 -4.71309  0.001
C 3.06671 2.87623 -2.01274  0.016
H 1.55850 10.62366 -8.27751  0.000
H 2.26800 9.75056 -9.66024  0.000
H 3.37152 10.62777 -8.56202  0.000
H 4.03270 9.86061 -6.76038  0.000
H 4.18939 8.11632 -5.14055  0.000
H 1.14582 5.97119 -7.32332  0.000
H 0.99156 7.98034 -8.83121  0.000
H 0.60697 5.54118 -4.77444  0.000
H 0.87788 3.98219 -2.92905  0.005
H 5.03268 3.91677 -3.25057  0.000
H 4.87063 5.54628 -5.13889  0.000
H 3.71237 2.03384 -2.26094  0.001
H 2.03078 2.59810 -1.81889  -0.013
H 3.55226 3.42870 -1.20830  -0.001
C 8.90409 -1.19786 -0.38150  0.000
N 7.59628 -0.95083 0.24317  0.000
C 6.44330 -0.90162 -0.59404  0.000
C 5.20596 -0.62637 0.01206  0.000
C 5.09454 -0.49161 1.37559  0.000
C 6.21074 -0.62650 2.16614  0.000
C 7.48923 -0.80549 1.62682  0.000
C 3.78968 -0.07861 2.05290  0.003
C 3.27499 -0.70612 3.16282  -0.001
C 1.96175 -0.49647 3.61942  0.000
N 1.26296 0.57074 3.11679  0.005
C 1.75620 1.33779 2.12492  -0.068
C 3.04965 1.10425 1.63780  0.008
C -0.16986 0.69636 3.58530  0.014
H 9.65396 -0.85788 0.33279  0.000
H 8.90016 -0.85994 -1.41779  0.000
H 8.83743 -2.28494 -0.33787  0.000
H 6.56129 -0.99537 -1.66347  0.000
H 4.35685 -0.55069 -0.65101  0.000
H 6.06441 -0.55391 3.23371  0.000
H 8.40653 -0.93969 2.18085  0.000
H 3.84368 -1.48699 3.64576  0.000
H 1.41617 -1.01496 4.39395  0.000
H 1.01138 2.00680 1.71985  0.055
H 3.45013 1.58147 0.75560  0.000
H -0.42776 1.75064 3.48482  -0.003
H -0.25580 0.48154 4.65046  0.000
H -0.74183 0.06426 2.90603  -0.003
C -13.36373 -1.00987 1.57705  0.000
N -11.94164 -0.85585 1.32547  0.000
C -11.46096 -0.12902 0.28139  0.000
C -10.08314 0.11996 0.11731  0.000
C -9.20300 -0.39719 1.08613  0.000
C -9.75449 -1.11685 2.10910  0.000
C -11.11435 -1.37282 2.23294  0.000
C -7.74139 -0.32883 0.80558  0.000
C -6.98845 -1.53823 0.80458  0.000
C -5.55665 -1.41678 0.57978  0.000
N -4.97580 -0.19136 0.46625  0.000
C -5.69415 0.95303 0.52356  0.000
C -7.09711 0.85506 0.66722  0.000
C -3.51955 -0.05962 0.17825  -0.001
H -13.62066 -0.02795 1.97446  0.000
H -13.54162 -1.80490 2.30118  0.000
H -13.94185 -1.23897 0.68184  0.000
H -12.25487 0.30205 -0.31048  0.000
H -9.62664 0.70729 -0.66566  0.000
H -9.06186 -1.41007 2.88414  0.000
H -11.56341 -2.05082 2.94362  0.000
H -7.43417 -2.52182 0.82116  0.000
H -5.04126 -2.33054 0.32323  0.000
H -5.18957 1.88748 0.32705  0.000
H -7.69564 1.75359 0.63880  0.000
H -3.13388 0.64066 0.91917  0.000
H -3.33319 0.30149 -0.83317  0.000
H -2.95185 -0.97686 0.33474  0.000
C 8.05272 -5.36368 8.26338  0.000
N 7.33618 -4.99511 7.07101  0.000
C 6.00827 -5.28313 6.99152  0.000
C 5.39208 -5.12288 5.75182  0.000
C 6.11495 -4.79877 4.57021  0.000
C 7.50030 -4.58544 4.78708  0.000
C 8.10670 -4.56603 6.02287  0.000
C 5.54529 -4.58684 3.19045  0.000
C 4.18024 -4.47377 2.99437  0.000
C 3.61824 -4.35691 1.71955  0.000
N 4.41083 -4.20007 0.64820  0.000
C 5.72874 -4.08938 0.80825  0.000
C 6.36383 -4.34760 2.01917  0.000
C 3.91855 -3.91005 -0.69832  0.000
H 8.96711 -4.78893 8.41051  0.000
H 8.32291 -6.41264 8.14181  0.000
H 7.35498 -5.24854 9.09284  0.000
H 5.41052 -5.59911 7.83369  0.000
H 4.32578 -5.28965 5.79195  0.000
H 8.13292 -4.38475 3.93507  0.000
H 9.15444 -4.32761 6.13143  0.000
H 3.36320 -4.44683 3.70015  0.000
H 2.54881 -4.32668 1.57181  0.000
H 6.28673 -3.84331 -0.08309  0.000
H 7.43906 -4.38495 2.11342  0.000
H 4.06504 -2.85792 -0.94259  0.000
H 2.88346 -4.24942 -0.65936  0.000
H 4.55132 -4.48490 -1.37452  0.000
C 3.49951 2.75049 -7.63789  0.000
N 2.95861 1.60970 -6.90499  0.000
C 1.75942 1.08597 -7.26223  0.000
C 1.26513 -0.11513 -6.60646  0.000
C 2.00324 -0.75530 -5.63409  0.000
C 3.19187 -0.13105 -5.28207  0.000
C 3.64003 1.01239 -5.89008  0.000
C 1.47939 -1.95325 -4.92631  0.000
C 1.65148 -2.09290 -3.53849  0.000
C 1.21503 -3.25489 -2.87029  0.000
N 0.61866 -4.26051 -3.60097  0.000
C 0.26339 -4.13488 -4.88849  0.000
C 0.71678 -2.98411 -5.53406  0.000
C 0.18312 -5.48209 -2.87549  0.000
H 4.37353 3.17120 -7.14069  0.000
H 2.69018 3.48018 -7.61274  0.000
H 3.76303 2.48375 -8.66137  0.000
H 1.24453 1.47165 -8.12972  0.000
H 0.36991 -0.54729 -7.02861  0.000
H 3.77007 -0.50040 -4.44801  0.000
H 4.60208 1.40858 -5.60043  0.000
H 2.08604 -1.30886 -2.93613  0.000
H 1.22583 -3.39891 -1.79999  0.000
H -0.27386 -4.98297 -5.28662  0.000
H 0.41744 -3.11274 -6.56375  0.000
H 0.68555 -6.32958 -3.34178  0.000
H -0.90589 -5.48558 -2.92182  0.000
H 0.47280 -5.43983 -1.82554  0.000
N -3.70908 -3.26991 -1.46573  0.000
S -2.95565 -2.35403 -2.75504  0.000
O -3.70485 -1.18666 -3.12910  0.000
O -2.14452 -3.04082 -3.75299  0.000
F -1.76843 -1.74742 -1.88722  0.000
S -4.47697 -4.15917 -2.40738  0.000
O -3.74357 -5.33384 -2.95070  0.000
O -5.50509 -3.57420 -3.20851  0.000
F -5.41464 -4.84188 -1.30575  0.000

Summary:
- highest occupied orbital energy (eV) = -24.68
- multiplicity = 2
- expectation value of S² = 0.756
- total charge = +10
- HOMO-LUMO gap (eV) = 5.5569

***

DFT (ωB97M-V/def2-TZVPD) results for a cluster of 2 separate species, C4H15N2O2 in total.

Each line ends with the Mulliken spin population.
Element x y z (Å)
C 0.60327 -0.27715 1.71560  0.006
O 0.63527 0.91181 2.50245  0.003
C -0.21660 -0.09196 0.44131  0.004
C -0.39952 -1.47259 -0.27502  0.115
C -1.59109 -1.48779 -1.35888  0.043
N -1.69975 -0.21330 -2.06655  0.814
N 0.40935 0.95063 -0.48982  0.015
H 1.65435 -0.44655 1.46331  0.000
H 0.34636 -1.07278 2.42641  -0.001
H -0.21950 1.34007 2.62032  0.000
H -1.22368 0.24751 0.74131  -0.003
H 0.51810 -1.63826 -0.89210  0.004
H -0.52471 -2.27261 0.46626  -0.007
H -1.41022 -2.29810 -2.07238  0.002
H -2.56650 -1.71266 -0.86278  0.042
H -1.52600 -0.24128 -3.08671  -0.024
H -2.33558 0.47333 -1.69025  -0.017
H 0.48872 0.56587 -1.44042  -0.001
H 1.33092 1.48565 -0.22118  0.001
H -0.33181 1.71032 -0.57153  0.000
H 2.40301 1.88200 1.64858  0.000
H 3.24062 1.66056 0.31613  0.000
O 2.41499 1.99727 0.68594  0.004

Summary:
- highest occupied orbital energy (alpha / beta) (eV) = -18.21 / -18.21
- multiplicity = 2
- expectation value of S² = 0.755
- total charge = +2
- HOMO-LUMO gap (alpha / beta) (eV) = 10.7358 / 5.3827
- relative energy (zero: lowest compared OMol25 entry of this formula, charge and spin) (kJ/mol) = 190.6

***

Number 1: DFT total energy -150918.0583 eV. Number 2: DFT total energy -11446.8403 eV.